No. 1
C36H94AlAsF6N7O8 | ωB97M-V/def2-TZVPD

```
153
Properties=species:S:1:pos:R:3:forces:R:3:mulliken_charge:R:1
N 26.0258 14.0746 2.1924 -1.62 0.57 0.17 0.6773
H 25.0863 14.3511 2.4392 2.96 -2.79 -0.69 -0.5139
H 26.0171 13.2272 1.6429 0.13 1.36 0.35 0.4919
H 26.5847 13.8982 3.0150 -2.68 2.67 -2.17 0.1432
H 26.6062 14.8087 1.8125 -4.33 0.14 0.22 -2.2858
Al 29.7470 15.9527 -3.6794 -0.74 -1.28 4.50 0.2277
As 28.5227 15.0596 -0.1119 0.92 1.76 2.66 2.7563
F 29.9271 13.9705 -0.0027 -2.10 1.10 1.08 -0.8549
F 27.5272 13.8140 -0.9532 5.13 5.37 -1.82 -0.6850
F 27.1964 16.2674 -0.3877 9.33 -1.43 -3.38 0.9154
F 29.4555 16.3568 0.7061 -8.49 -2.41 -4.48 -0.2936
F 29.1336 15.5753 -1.8039 -1.27 1.01 2.91 1.1123
F 27.7982 14.5226 1.4667 7.62 0.05 -5.92 -0.9927
C 21.9495 14.4418 3.1555 0.55 0.18 -0.71 -1.6165
C 23.0515 14.0297 2.1170 -2.02 -1.62 1.24 2.1821
C 22.4035 13.6742 0.7702 -0.21 -0.39 -0.54 -1.2745
C 22.1493 14.7846 -0.2431 1.44 -0.87 1.37 -1.2422
C 23.5063 15.4542 -0.3823 -0.25 0.43 -1.11 -0.8477
C 24.1133 16.0159 0.9059 0.75 1.17 -0.92 1.1412
N 24.2044 15.0053 1.9650 -8.76 2.01 -2.25 1.1641
O 24.6071 15.4357 3.2598 -2.56 2.64 0.23 -0.5983
C 25.5506 16.3753 0.4975 -3.73 -0.65 1.59 -0.2263
C 23.3383 17.2629 1.2917 -0.44 -0.18 0.57 -1.7425
C 23.5400 12.6599 2.6739 0.86 1.43 -0.22 -1.5207
H 22.4873 14.6932 4.0697 -0.43 1.18 0.06 0.5532
H 21.3183 13.6643 3.5858 0.20 -0.73 -0.82 0.3578
H 21.2475 15.1017 2.6458 0.14 0.82 0.83 0.3452
H 22.9865 12.9030 0.2667 0.50 0.30 0.02 0.0186
H 21.4609 13.1333 0.8549 -0.18 0.08 0.99 0.5493
H 21.4350 15.4935 0.1757 -0.30 0.01 -0.56 0.3842
H 21.8162 14.1859 -1.0908 -0.25 0.99 -0.47 0.5822
H 23.4410 16.2763 -1.0949 -0.20 0.59 0.27 0.5565
H 24.2905 14.9043 -0.9027 -0.19 -1.18 0.23 -0.3656
H 26.0823 16.8437 1.3257 -1.09 -0.02 -1.42 -1.1114
H 26.1053 15.4781 0.2228 -3.41 -0.85 1.88 0.2000
H 25.7208 16.8794 -0.4538 -2.65 1.18 0.43 0.9395
H 23.9132 17.9565 1.9054 -0.07 -0.14 0.24 0.4007
H 22.9805 17.8215 0.4267 0.08 -0.12 -0.04 0.3304
H 22.4698 16.8821 1.8290 -0.29 0.64 0.21 0.3871
H 24.0067 12.6730 3.6588 -0.05 0.58 0.39 0.4954
H 24.3321 12.2901 2.0227 -2.31 2.78 0.44 -0.7657
H 22.7878 11.8760 2.7623 -0.36 0.40 -0.43 0.7951
H 23.7490 15.8310 3.4302 -0.09 0.85 1.60 0.5567
C 33.5892 18.1452 0.3142 0.18 0.02 1.53 -1.4044
C 33.3054 18.8137 1.7174 0.44 0.20 -0.95 1.3500
C 32.3841 20.0187 1.3624 -1.17 -1.30 0.53 -1.7989
C 30.9553 19.4922 1.1056 0.26 0.55 2.44 0.1860
C 30.4145 18.6453 2.3020 0.47 0.31 -1.40 -0.8615
C 31.3563 17.4664 2.6762 -1.10 -0.95 -0.31 1.6409
N 32.6830 17.9336 2.7942 0.64 2.77 -1.87 0.1262
O 33.5698 16.9408 3.2422 -0.24 0.39 -0.09 -0.4145
C 30.8473 17.0530 4.0058 -0.23 -0.67 2.73 -1.7091
C 31.1636 16.3109 1.6349 2.03 0.98 3.42 -0.6836
C 34.5727 19.3919 2.3075 0.43 0.68 0.64 -1.8643
H 34.1781 18.7317 -0.3910 0.12 0.55 0.38 0.4355
H 32.6331 17.9635 -0.1768 1.67 0.91 1.31 0.7549
H 34.1685 17.2341 0.4640 -0.21 -0.26 -0.03 0.5136
H 32.3231 20.7367 2.1802 0.08 -0.11 0.16 0.5757
H 32.6940 20.5889 0.4867 0.55 -0.23 -0.03 0.3679
H 30.7979 18.8687 0.2256 1.11 1.25 0.52 -0.8883
H 30.3162 20.3729 1.1692 -0.34 0.02 -1.06 0.8717
H 29.4481 18.2853 1.9489 -0.12 -0.70 0.00 -0.5010
H 30.0486 19.2626 3.1224 0.97 0.14 0.36 0.7037
H 31.2171 17.6760 4.8202 -0.50 1.26 -0.35 0.5251
H 29.7591 16.9930 3.9890 1.12 0.53 0.25 -0.0141
H 31.1581 16.1690 4.5626 0.36 -1.12 -1.26 0.4184
H 30.8588 16.7945 0.7068 2.34 0.13 1.81 0.2759
H 32.0174 15.6462 1.5033 0.39 0.16 0.86 1.0771
H 30.3023 15.6967 1.8976 1.90 -0.29 1.49 -1.0858
H 34.2736 20.1134 3.0678 0.00 0.14 0.08 0.4524
H 35.1498 19.9509 1.5709 -0.06 -0.08 -0.12 0.3797
H 35.2652 18.7342 2.8329 -0.15 -0.43 -0.44 0.3994
H 33.8532 17.4761 3.9870 0.85 -0.88 0.64 0.4727
C 27.9500 15.8508 3.5587 0.60 2.10 -0.88 -1.1391
O 26.9787 16.3790 2.6634 -0.21 0.19 0.98 -0.7860
H 28.3519 16.7480 4.0293 -0.53 -0.98 0.97 1.0457
H 27.5675 15.0292 4.1644 -0.18 1.26 0.26 0.5548
H 28.7141 15.4773 2.8769 0.42 -0.03 1.10 0.3203
H 27.0706 17.3060 2.4312 0.72 0.19 0.91 0.4224
C 28.5048 12.9725 3.5668 1.49 0.81 1.02 -1.0615
O 27.1064 13.2556 3.6415 7.09 -7.63 9.53 -0.6307
H 28.6716 11.9248 3.8167 0.42 0.35 0.24 0.4643
H 28.8596 13.1648 2.5543 0.16 0.00 0.71 0.4120
H 28.9648 13.6666 4.2702 0.52 -0.50 0.01 0.3972
H 26.7744 12.4161 3.9681 -1.17 0.23 0.52 0.7090
C 26.0637 13.3836 -3.1147 -1.72 0.72 -1.24 -1.1763
C 27.0663 14.3654 -3.7983 -1.25 -0.21 2.14 -0.1785
C 26.6405 15.8381 -3.3483 -0.73 -0.72 -0.33 0.0783
O 27.6991 16.8589 -3.3765 0.30 -0.67 -1.10 -0.2231
C 27.2483 18.1159 -2.7579 0.10 1.17 -0.99 -0.5978
N 28.3243 14.1329 -3.1394 -3.50 1.79 -1.44 0.1315
H 26.2069 12.3145 -3.2720 0.76 0.04 -0.08 0.3576
H 25.0751 13.5171 -3.5540 -0.24 0.16 -0.06 0.5179
H 25.9270 13.5862 -2.0525 0.00 0.01 -0.60 -0.0996
H 27.1968 14.1668 -4.8620 -0.52 0.46 -0.15 0.4237
H 26.2605 15.8862 -2.3278 0.39 -0.75 0.18 -0.6025
H 25.7332 16.1214 -3.8818 0.43 0.49 -0.77 0.8285
H 26.3331 18.4791 -3.2255 -0.18 -0.57 0.05 0.5030
H 27.9757 18.9038 -2.9534 0.14 -0.34 -0.65 0.2644
H 27.2584 18.1369 -1.6682 -1.25 -0.82 -1.03 0.1958
H 28.5706 13.1536 -3.1219 -1.38 0.44 -0.31 0.6061
H 28.0996 14.2691 -2.1642 0.12 -0.14 -2.15 -0.4352
C 31.5586 11.8107 -2.4228 -0.23 2.04 -0.19 -1.1661
C 30.7940 13.2408 -2.2965 -1.09 -2.77 1.58 0.9369
C 31.7175 14.2378 -1.6647 0.14 0.18 -2.63 -2.0205
O 31.2271 15.6119 -1.7981 2.48 -1.18 0.70 0.6686
C 32.0442 16.4503 -0.8951 0.42 -1.50 -1.49 -2.1316
N 30.2382 13.5416 -3.6307 7.49 0.89 -1.46 -0.3400
H 32.5217 12.0026 -2.8958 0.16 0.15 -0.14 0.3944
H 31.0162 11.2136 -3.1559 -0.14 -0.46 0.53 0.3979
H 31.8200 11.3185 -1.4860 -0.63 -0.07 -0.02 0.3811
H 29.9242 13.1431 -1.6469 0.37 -0.59 -0.39 -0.5887
H 32.5437 14.1170 -2.3653 1.11 0.59 0.60 0.5316
H 31.9362 13.8740 -0.6607 0.24 0.67 -0.12 0.4373
H 31.7199 17.4909 -0.8972 -0.72 -1.70 -0.87 -0.5817
H 33.0771 16.3438 -1.2267 0.06 0.18 -0.09 1.3778
H 31.9881 16.1760 0.1583 0.52 -0.85 -2.03 -0.3760
H 31.1185 13.3779 -4.0980 0.35 -0.46 -1.41 0.4507
H 29.6746 12.7227 -3.8091 0.60 0.19 -1.33 0.2292
C 27.5718 11.3751 1.6102 -0.15 -1.94 0.27 -0.7878
C 26.3659 11.3746 0.6935 -0.24 0.85 0.61 0.3904
C 25.0459 10.8451 1.3398 1.16 -2.28 -1.33 -0.8389
O 23.9859 11.0029 0.3787 -0.25 -1.01 -0.29 -0.4041
C 22.8421 10.0929 0.4815 -0.22 0.04 1.58 -0.9967
N 26.2619 12.8447 0.3168 -2.86 -6.48 -2.71 0.0850
H 27.3537 11.6532 2.6413 -0.48 -0.85 -1.35 -0.0530
H 28.3528 12.0672 1.2954 -0.19 -0.40 -0.48 0.2061
H 27.9770 10.3647 1.6635 0.32 -0.03 0.00 0.4839
H 26.5747 10.8195 -0.2210 -0.12 -0.39 0.10 0.7890
H 24.7961 11.3629 2.2658 1.59 -2.15 -0.24 0.4871
H 25.1328 9.8012 1.6412 0.31 -0.35 -0.41 0.6579
H 22.4549 10.1325 1.4996 0.01 0.25 0.26 0.3233
H 22.9604 9.0177 0.3476 1.20 0.04 -0.47 0.4242
H 21.9670 10.3265 -0.1249 0.65 0.85 -0.49 0.3678
H 26.9492 12.9430 -0.4166 -1.95 -2.98 2.48 -0.4486
H 25.4371 12.7484 -0.2581 -1.13 0.76 -0.17 0.0970
C 33.0942 19.0910 -3.5098 -0.30 -0.13 0.50 -1.4859
C 32.0105 18.0165 -3.1315 1.82 2.15 -0.61 0.7312
C 30.8263 18.7157 -2.3594 1.73 -0.53 -0.73 -1.6168
O 29.8612 17.7748 -1.9974 -0.81 0.48 -1.38 1.2157
C 29.0664 18.2521 -0.8867 0.73 -0.59 1.68 -0.9028
N 31.7379 17.2846 -4.3931 -3.14 -0.85 0.73 -0.1752
H 34.0397 18.5611 -3.6253 0.15 0.26 0.23 0.4485
H 33.1358 19.8293 -2.7090 0.41 -0.16 0.19 0.3691
H 32.9832 19.7004 -4.4067 -0.65 -0.27 -0.27 0.4595
H 32.5881 17.3662 -2.4745 -0.77 0.30 -0.71 0.2665
H 30.4274 19.5961 -2.8632 -0.18 -0.03 -0.34 0.8387
H 31.2815 19.0603 -1.4308 0.29 0.52 -0.35 0.2445
H 29.6855 18.1311 0.0022 -0.83 0.26 -0.96 -0.4635
H 28.2485 17.5653 -0.6687 0.89 1.00 -0.53 -0.8692
H 28.7686 19.2998 -0.9278 0.06 0.01 -0.56 0.8515
H 32.4793 16.6810 -4.7188 0.36 -0.41 0.44 0.3702
H 31.6772 17.9889 -5.1144 -0.66 0.10 -0.56 0.4041
```
Forces are in eV/Å.

As for the spin multiplicity: 1. The charge is +3. The lowest unoccupied orbital energy comes out at -10.9806 eV.

---

No. 2
C19H43AlIN | ωB97M-V/def2-TZVPD

```
65
Properties=species:S:1:pos:R:3:forces:R:3:nbo_charge:R:1
C -3.7904 -2.1059 6.1666 -0.40 -0.08 -0.35 -0.6059
C -3.5056 -2.9203 4.8764 0.67 0.48 1.07 -0.4018
C -2.0215 -2.8139 4.4819 -0.34 0.03 -0.50 -0.3915
C -1.6670 -3.0735 2.9948 0.14 -0.10 0.11 -0.7259
C -2.7161 -3.8868 2.2168 0.69 0.21 -0.08 -0.6170
Al 0.1171 -4.0006 2.6850 -0.44 -0.12 0.18 1.1618
C 1.7704 -2.9793 3.3306 -0.17 -0.35 -0.69 -0.7888
I 1.5764 -1.9341 5.2194 0.13 -0.10 -0.03 -0.0271
C 2.3101 -2.0396 2.2579 0.24 0.39 1.11 -0.4430
C 1.3580 -0.9031 1.9503 0.50 0.33 -1.02 -0.6176
H -4.6767 -1.4880 6.0219 -0.10 0.09 0.08 0.1910
H -4.0030 -2.7409 7.0226 0.15 -0.06 0.15 0.1984
H -2.9760 -1.4311 6.4140 0.17 0.00 0.09 0.1998
H -4.1621 -2.5350 4.1069 -0.07 -0.21 -0.32 0.1856
H -3.7160 -3.9594 5.1114 -0.39 -0.19 -0.46 0.1975
H -1.7127 -1.7959 4.7077 0.23 0.12 0.12 0.1882
H -1.4536 -3.4588 5.1552 0.06 -0.07 0.09 0.1918
H -1.5899 -2.0923 2.5105 -0.13 0.15 -0.08 0.1724
H -2.6652 -4.9328 2.5164 -0.35 -0.17 0.05 0.2003
H -2.4449 -3.8533 1.1619 -0.02 -0.13 -0.18 0.1995
H -3.7324 -3.5022 2.2885 -0.20 -0.13 0.14 0.1756
H 0.1213 -5.4974 3.3071 -0.02 0.04 0.18 -0.3994
H 0.2639 -4.1761 1.0640 0.20 0.24 -0.19 -0.4318
H 2.5524 -3.7104 3.5148 0.06 -0.13 0.33 0.2121
H 3.2576 -1.6143 2.6099 0.11 0.12 -0.15 0.1771
H 2.5382 -2.6321 1.3749 -0.14 -0.11 -0.22 0.2146
H 0.5082 -1.2509 1.3615 -0.27 -0.04 0.23 0.2071
H 1.0490 -0.3773 2.8452 -0.27 -0.09 0.20 0.2248
H 1.8941 -0.1647 1.3372 -0.04 0.12 -0.08 0.1583
C 1.3332 3.9634 -5.6352 0.07 -0.04 0.05 -0.6111
C 1.9721 2.7417 -4.9790 -0.11 0.16 -0.07 -0.3986
C 0.9625 1.7000 -4.4831 0.35 -0.06 -0.09 -0.4391
C -0.0529 2.1072 -3.4216 -0.01 -0.11 -0.20 -0.2143
N 0.3316 2.1370 -1.9562 -0.41 0.20 0.49 -0.2051
C 1.5344 2.9772 -1.6305 0.19 -0.02 -0.12 -0.2200
C 1.0506 4.4047 -1.7617 -0.06 0.11 -0.12 -0.4256
C -0.3598 4.3595 -1.1610 -0.12 0.09 -0.05 -0.4346
C -0.7942 2.8897 -1.2440 0.10 0.13 0.07 -0.2072
C 0.4157 0.7773 -1.3039 0.37 -0.24 0.05 -0.2090
C 1.4843 -0.1761 -1.8353 -0.12 -0.36 -0.08 -0.4447
C 0.9070 -1.2961 -2.7052 0.02 0.09 -0.03 -0.6142
H 0.6925 4.5200 -4.9485 -0.03 0.01 -0.03 0.1869
H 2.1030 4.6505 -5.9848 -0.03 0.02 -0.01 0.2276
H 0.7299 3.6735 -6.4967 -0.03 0.00 0.01 0.2140
H 2.6560 3.0611 -4.1920 -0.01 0.01 0.04 0.1904
H 2.6021 2.2489 -5.7218 0.00 -0.05 0.03 0.2244
H 1.4921 0.7936 -4.2045 -0.04 -0.03 0.10 0.2346
H 0.3639 1.4099 -5.3522 -0.11 0.02 0.07 0.2348
H -0.8934 1.4136 -3.4514 -0.01 0.01 0.02 0.2302
H -0.4493 3.0944 -3.6589 0.02 0.03 0.07 0.2190
H 1.8022 2.7514 -0.5982 -0.05 -0.05 0.01 0.2299
H 2.3670 2.7085 -2.2684 0.01 -0.06 -0.02 0.2366
H 1.0143 4.7088 -2.8076 0.07 -0.02 -0.01 0.2162
H 1.7019 5.1072 -1.2472 0.05 -0.07 0.03 0.2490
H -1.0474 5.0181 -1.6879 0.00 -0.02 -0.03 0.2331
H -0.3524 4.6787 -0.1206 0.02 -0.03 0.01 0.2370
H -1.7156 2.7288 -1.7959 0.00 -0.07 0.02 0.2303
H -0.8975 2.4568 -0.2533 0.00 -0.07 -0.02 0.2370
H -0.5803 0.3385 -1.3684 0.00 -0.03 -0.05 0.2279
H 0.6231 0.9797 -0.2537 -0.14 0.07 0.01 0.2391
H 1.9588 -0.6473 -0.9733 -0.02 0.09 0.05 0.2573
H 2.2834 0.3595 -2.3485 -0.02 0.09 0.01 0.2030
H 0.3396 -1.9935 -2.0888 0.00 0.00 0.02 0.2434
H 1.7026 -1.8584 -3.1925 -0.01 -0.02 0.01 0.2287
H 0.2356 -0.9182 -3.4797 0.03 0.00 -0.03 0.1872
```
Forces are in eV/Å.

As for the spin multiplicity: 1. The lowest unoccupied orbital energy comes out at -0.6104 eV.